Record 1
# C27H58F2N5O5P

A cluster of 6 separate species, C27H58F2N5O5P in total (the ωB97M-V functional and the def2-TZVPD basis, the Open Molecules 2025 dataset).

## Properties
- E_LUMO (eV) = 0.57
- electronic energy (Ha) = -2254.5705
- 2S+1 = 1
- Kohn-Sham gap (eV) = 6.9655
- structure (SMILES) = CC(C)=CCC[C@H](C)CCP(F)[C@H](C)F.CN(C)C=O.CN(C)C=O.CN(C)C=O.CN(C)C=O.CN(C)C=O

Cartesian coordinates (Å):
1 C 3.07 -1.07 0.22
2 C 2.10 0.12 0.25
3 C 2.63 1.34 0.95
4 C 0.84 0.07 -0.28
5 C -0.22 -0.91 0.15
6 C -1.44 -0.88 -0.79
7 C -2.71 -1.43 -0.10
8 C -2.84 -2.95 -0.32
9 C -3.92 -0.63 -0.62
10 C -5.25 -1.05 0.00
11 P -6.68 -0.07 -0.61
12 F -6.03 1.28 -1.20
13 C -7.34 0.57 1.01
14 C -8.25 -0.46 1.64
15 F -8.06 1.72 0.73
16 H 4.07 -0.64 0.19
17 H 2.95 -1.72 1.09
18 H 2.85 -1.64 -0.68
19 H 1.99 2.22 0.82
20 H 3.65 1.60 0.64
21 H 2.71 1.09 2.01
22 H 0.56 0.74 -1.09
23 H 0.21 -1.92 0.08
24 H -0.52 -0.72 1.17
25 H -1.62 0.16 -1.06
26 H -1.24 -1.47 -1.68
27 H -2.64 -1.23 0.97
28 H -2.56 -3.48 0.59
29 H -2.17 -3.31 -1.10
30 H -3.85 -3.27 -0.58
31 H -3.95 -0.68 -1.72
32 H -3.73 0.42 -0.36
33 H -5.47 -2.09 -0.25
34 H -5.16 -0.99 1.09
35 H -6.50 0.81 1.67
36 H -7.74 -1.42 1.73
37 H -9.17 -0.56 1.06
38 H -8.54 -0.11 2.63
39 C -0.32 5.14 -1.80
40 N -0.06 4.05 -2.72
41 C 0.81 4.25 -3.87
42 C -0.60 2.83 -2.56
43 O -0.41 1.88 -3.30
44 H -0.79 5.98 -2.33
45 H 0.62 5.48 -1.35
46 H -0.98 4.80 -1.01
47 H 0.26 4.05 -4.79
48 H 1.64 3.56 -3.81
49 H 1.18 5.27 -3.88
50 H -1.24 2.75 -1.66
51 C -1.71 0.73 5.80
52 N -2.08 0.54 4.41
53 C -3.24 -0.27 4.09
54 C -1.37 1.08 3.40
55 O -1.64 0.94 2.22
56 H -1.49 -0.23 6.28
57 H -2.52 1.22 6.34
58 H -0.82 1.36 5.86
59 H -2.95 -1.12 3.47
60 H -3.97 0.33 3.53
61 H -3.69 -0.63 5.01
62 H -0.51 1.67 3.74
63 C 0.65 -7.00 1.50
64 N 0.88 -5.68 0.96
65 C 0.70 -5.45 -0.46
66 C 1.26 -4.64 1.74
67 O 1.46 -3.52 1.32
68 H 1.32 -7.73 1.04
69 H -0.39 -7.31 1.32
70 H 0.83 -7.00 2.58
71 H 1.63 -5.10 -0.90
72 H -0.06 -4.68 -0.62
73 H 0.39 -6.37 -0.94
74 H 1.37 -4.91 2.80
75 C 1.72 -0.64 -5.70
76 N 2.15 0.70 -6.02
77 C 2.05 1.17 -7.39
78 C 2.62 1.54 -5.09
79 O 2.98 2.69 -5.30
80 H 2.30 -1.37 -6.25
81 H 0.66 -0.77 -5.94
82 H 1.85 -0.82 -4.63
83 H 3.04 1.46 -7.76
84 H 1.40 2.04 -7.45
85 H 1.64 0.38 -8.02
86 H 2.65 1.10 -4.08
87 C 7.24 3.34 1.94
88 N 6.58 2.43 2.86
89 C 7.36 1.37 3.48
90 C 5.27 2.52 3.15
91 O 4.68 1.78 3.91
92 H 7.66 2.80 1.09
93 H 8.04 3.88 2.45
94 H 6.52 4.07 1.57
95 H 6.95 0.39 3.22
96 H 7.33 1.47 4.57
97 H 8.39 1.43 3.14
98 H 4.77 3.35 2.63

Record 2
# C7H17NO2

A cluster of 3 separate species, C7H17NO2 in total (the ωB97M-V functional and the def2-TZVPD basis, the Open Molecules 2025 dataset).

## Properties
- ΔE to the lowest compared entry with this formula, charge and spin (kJ/mol) = 354.38
- E_LUMO (eV) = 0.75
- electronic energy (Ha) = -482.0434
- 2S+1 = 1
- Kohn-Sham gap (eV) = 7.7074

Cartesian coordinates (Å):
1 C 1.78 -0.12 -0.93
2 C 3.09 0.48 -0.46
3 C 0.75 -0.07 1.32
4 O 1.10 0.48 -1.77
5 O 1.72 -1.50 -0.98
6 H -0.54 0.01 -1.63
7 H 2.13 -1.86 -0.19
8 H 3.77 0.47 -1.32
9 H 2.92 1.51 -0.15
10 H 3.54 -0.07 0.36
11 H 0.19 -0.94 1.67
12 H 1.79 -0.28 1.56
13 H 0.52 0.80 1.94
14 C -1.56 -1.72 -0.99
15 C -2.22 0.08 1.25
16 C -1.06 1.92 -0.07
17 C -1.33 0.46 0.12
18 N -1.30 -0.29 -0.98
19 H -0.88 -2.25 -0.31
20 H -1.38 -2.09 -1.99
21 H -2.60 -1.92 -0.72
22 H -1.86 0.55 2.17
23 H -0.23 2.07 -0.76
24 H -2.28 -0.99 1.41
25 H -3.23 0.46 1.06
26 H -0.86 2.40 0.88
27 H -1.95 2.39 -0.50

Record 3
# C7H7N3O

The molecule C7H7N3O (the ωB97M-V functional and the def2-TZVPD basis, the Open Molecules 2025 dataset).

## Properties
- ΔE to the lowest compared entry with this formula, charge and spin (kJ/mol) = 86.27
- E_LUMO (eV) = 0.74
- electronic energy (Ha) = -510.4514
- 2S+1 = 1
- Kohn-Sham gap (eV) = 8.8698
- structure (SMILES) = Nc1nc2cccc(N)c2o1

Cartesian coordinates (Å):
1 N 3.48 0.28 -0.11
2 C 2.15 -0.12 -0.07
3 N 1.73 -1.36 -0.12
4 C 0.31 -1.06 -0.08
5 C -0.78 -1.93 0.02
6 C -2.06 -1.42 0.01
7 C -2.22 -0.04 -0.04
8 C -1.13 0.88 -0.09
9 N -1.21 2.33 -0.20
10 C 0.10 0.34 -0.10
11 O 1.31 0.91 0.02
12 H 4.19 -0.45 -0.03
13 H 3.67 1.11 0.47
14 H -0.62 -3.02 -0.20
15 H -2.88 -2.22 -0.04
16 H -3.25 0.46 -0.01
17 H -2.15 2.66 0.01
18 H -0.65 2.64 0.55

Record 4
# C7H10Cl2Si

A structure of composition C7H10Cl2Si (the ωB97M-V functional and the def2-TZVPD basis, the Open Molecules 2025 dataset).

## Properties
- ΔE to the lowest compared entry with this formula, charge and spin (kJ/mol) = 284.58
- E_LUMO (eV) = 0.29
- electronic energy (Ha) = -1482.5365
- 2S+1 = 1
- Kohn-Sham gap (eV) = 8.4691

Cartesian coordinates (Å):
1 C 1.55 -0.49 -0.59
2 C 2.65 -1.16 -0.15
3 C 0.99 0.42 0.42
4 C 2.79 -0.85 1.27
5 C 1.91 0.11 1.66
6 C -1.59 0.56 -2.07
7 C -2.37 0.70 1.07
8 Si -1.32 -0.18 -0.32
9 Cl -4.10 0.55 0.57
10 Cl -1.72 -2.13 -0.15
11 H 1.18 -0.51 -1.68
12 H 3.36 -1.80 -0.54
13 H 0.92 1.41 0.19
14 H 3.52 -1.20 2.04
15 H 1.56 0.56 2.53
16 H -2.61 1.07 -2.11
17 H -0.95 1.42 -2.24
18 H -1.41 -0.38 -2.83
19 H -2.23 1.69 0.98
20 H -2.13 0.20 1.95

Record 5
# C4H8NO2

A cluster of 2 separate species, C4H8NO2 in total (the ωB97M-V functional and the def2-TZVPD basis, the Open Molecules 2025 dataset).

## Properties
- ΔE to the lowest compared entry with this formula, charge and spin (kJ/mol) = 314.45
- E_LUMO (eV) = -5.64
- electronic energy (Ha) = -362.0937
- 2S+1 = 1
- net charge = +1
- Kohn-Sham gap (eV) = 8.9203

Cartesian coordinates (Å):
1 C -2.77 -0.58 0.22
2 C -1.55 -0.47 -0.48
3 C 0.79 0.57 -0.50
4 C -0.72 0.67 -0.11
5 N 2.29 -0.67 0.41
6 O 1.39 1.65 -0.42
7 O -1.09 1.71 0.37
8 H -3.50 -1.34 0.08
9 H -2.95 -0.02 1.15
10 H -1.32 -1.25 -1.23
11 H 0.95 -0.13 -1.38
12 H 1.98 -1.56 0.63
13 H 2.58 -0.22 1.29
14 H 3.13 -0.79 -0.13
15 H 0.79 2.44 0.10

Record 6
# C7H13N5

The ion C7H13N5 with charge +2 (the ωB97M-V functional and the def2-TZVPD basis, the Open Molecules 2025 dataset).

## Properties
- ΔE to the lowest compared entry with this formula, charge and spin (kJ/mol) = 337.38
- E_LUMO (alpha / beta) (eV) = -9.31 / -9.43
- electronic energy (Ha) = -547.5515
- 2S+1 = 1
- net charge = +2
- Kohn-Sham gap (alpha / beta) (eV) = 7.7953 / 6.3104

Cartesian coordinates (Å):
1 C -2.42 -1.96 -1.49
2 C -1.36 -1.07 -2.03
3 C -1.38 -0.71 0.06
4 C -1.14 -0.19 1.36
5 C -0.02 0.50 1.78
6 C 1.24 0.53 0.93
7 C 1.12 1.86 0.14
8 N -0.80 -0.35 -1.04
9 N -2.38 -1.70 -0.20
10 N 1.52 -0.44 0.13
11 N -0.91 -1.08 -3.27
12 N 2.41 0.99 2.09
13 H -3.08 -2.66 -1.88
14 H -1.89 -0.20 2.20
15 H -0.18 0.95 2.71
16 H 1.10 2.65 0.72
17 H 0.21 1.97 -0.58
18 H 2.01 2.07 -0.57
19 H -2.82 -2.11 0.60
20 H 2.18 -0.20 -0.58
21 H -1.33 -1.35 -4.13
22 H 0.01 -0.75 -3.53
23 H 3.28 1.10 1.63
24 H 2.41 0.18 2.67
25 H 2.21 1.96 2.29